Formula: C37H65Br2ClIN2O4
Source: OMol25
Level of theory: ωB97M-V/def2-TZVPD

Last column: Mulliken charge in e.
Element x y z (Å)
C -6.845 2.650 -1.037  -0.762
O -6.716 1.791 -2.176  -0.291
C -6.719 0.405 -1.796  -0.772
C -5.453 -0.380 -2.303  -0.432
C -4.081 0.199 -1.769  -0.736
C -3.180 -0.888 -1.037  0.555
C -2.811 -2.116 -1.959  -0.943
C -1.254 -2.477 -1.934  -0.160
C -1.016 -3.537 -0.793  -0.677
C 0.506 -4.000 -0.689  -1.006
C 1.335 -3.000 0.257  0.695
C 2.566 -2.490 -0.592  -2.153
C 3.841 -2.013 0.239  2.243
C 4.803 -3.264 0.336  -2.315
C 4.146 -4.590 0.877  0.379
C 5.339 -5.477 1.423  -0.330
O 5.993 -6.219 0.734  -0.585
N 5.591 -5.378 2.859  -0.244
C 4.505 -5.972 3.626  0.180
C 3.659 -7.056 3.106  -0.049
C 2.560 -7.633 3.892  -0.640
C 2.259 -7.149 5.250  -0.429
C 3.104 -6.081 5.786  -0.445
C 4.190 -5.506 4.989  -0.395
C 3.533 -1.611 1.736  -2.345
N 2.511 -0.536 1.910  0.375
C 2.520 0.575 0.920  0.307
C 1.004 0.834 0.492  -0.643
C 0.209 1.497 1.699  -0.282
C -0.249 2.979 1.391  -0.976
I -1.394 0.188 2.344  0.063
C 3.381 0.460 -0.367  -2.892
C 4.483 -0.727 -0.456  1.705
Cl 4.624 -0.902 -2.287  -0.038
C 5.771 -0.161 0.231  -0.706
Br 5.710 1.336 1.540  -0.065
C 7.063 -0.593 0.030  0.176
C 8.305 0.066 0.747  -1.262
Br 7.511 -2.067 -1.143  -0.065
H -6.306 2.256 -0.124  0.358
H -7.930 2.734 -0.730  0.308
H -6.456 3.666 -1.310  0.245
H -7.642 -0.051 -2.259  0.344
H -6.793 0.244 -0.687  0.374
H -5.560 -1.435 -1.917  0.289
H -5.481 -0.389 -3.429  0.308
H -3.484 0.561 -2.653  0.256
H -4.271 1.101 -1.128  0.282
H -2.281 -0.334 -0.652  -0.603
H -3.775 -1.214 -0.138  0.330
H -3.167 -1.870 -3.000  0.389
H -3.431 -2.999 -1.634  0.321
H -0.707 -1.508 -1.786  -0.004
H -1.016 -2.848 -2.964  0.367
H -1.709 -4.395 -1.001  0.490
H -1.359 -3.063 0.168  0.221
H 0.913 -3.909 -1.736  0.450
H 0.580 -5.065 -0.352  0.317
H 1.600 -3.539 1.201  0.310
H 0.602 -2.193 0.535  -0.289
H 2.178 -1.745 -1.328  0.502
H 2.913 -3.372 -1.202  0.809
H 5.699 -2.973 0.942  0.598
H 5.139 -3.478 -0.718  0.606
H 3.445 -4.472 1.736  0.180
H 3.725 -5.167 0.016  0.350
H 6.412 -5.976 3.032  0.372
H 3.823 -7.471 2.086  0.325
H 1.941 -8.455 3.473  0.350
H 1.409 -7.605 5.813  0.362
H 2.881 -5.741 6.826  0.345
H 4.793 -4.678 5.433  0.370
H 3.163 -2.496 2.328  0.593
H 4.454 -1.271 2.293  0.401
H 1.545 -0.909 1.970  0.536
H 2.675 -0.126 2.844  0.593
H 2.809 1.519 1.465  0.747
H 0.518 -0.075 0.057  -0.270
H 1.050 1.590 -0.345  0.495
H 0.934 1.574 2.559  0.400
H -1.264 3.020 0.927  0.342
H -0.235 3.538 2.370  0.396
H 0.533 3.494 0.759  0.166
H 2.680 0.320 -1.238  0.698
H 3.866 1.457 -0.565  0.535
H 8.312 -0.183 1.845  0.292
H 8.299 1.173 0.562  0.396
H 9.246 -0.314 0.264  0.376
C 1.610 7.753 -0.757  -1.386
C 0.971 6.669 0.096  0.504
C 0.068 7.265 1.165  -1.219
O 1.994 5.889 0.720  -0.518
H 2.232 8.413 -0.146  0.349
H 2.263 7.311 -1.512  0.344
H 0.852 8.356 -1.261  0.371
H 0.392 5.995 -0.540  0.274
H 0.638 7.909 1.841  0.333
H -0.375 6.476 1.777  0.275
H -0.736 7.854 0.719  0.381
H 2.512 6.475 1.284  0.328
C -10.145 5.361 -3.245  -1.191
C -8.852 5.935 -3.801  0.358
C -8.608 5.467 -5.228  -1.184
O -7.759 5.534 -2.976  -0.511
H -10.106 4.267 -3.220  0.273
H -10.302 5.696 -2.217  0.312
H -11.004 5.665 -3.846  0.383
H -8.893 7.026 -3.775  0.297
H -8.518 4.378 -5.270  0.290
H -7.672 5.878 -5.611  0.311
H -9.422 5.775 -5.889  0.370
H -7.713 4.570 -2.992  0.288

- highest occupied orbital energy (eV) = -11.2
- total charge = +1
- multiplicity = 1
- Kohn-Sham gap (eV) = 8.39
- LUMO (eV) = -2.779
- energy (Eh) = -7764.82815